No. 1
100
Properties=species:S:1:pos:R:3:forces:R:3:lowdin_charge:R:1 method="wB97M-V/def2-TZVPD" orbital_gap_ev=7.6 e_homo_ev=-9.9 lumo_ev=-2.339 total_charge=+1 relative_energy_kcal_mol=0.00 energy_ha=-5121.1724
Lu 0.330935 0.674208 0.169671 -0.214 -0.090 0.385 1.86
C -1.393959 3.104326 2.039353 -0.004 -0.012 -0.280 -0.12
N -0.238980 2.219722 2.263879 0.159 -0.241 -0.095 -0.20
C 0.942014 3.017338 2.617720 0.058 0.019 -0.055 -0.12
C 1.704586 3.494300 1.414527 -0.011 0.119 0.112 -0.26
C 2.073215 4.817638 1.261328 0.052 -0.002 0.005 0.00
C 2.914378 5.163866 0.212571 -0.008 -0.066 0.019 -0.02
C 3.383292 4.161013 -0.614651 0.024 0.052 0.039 -0.02
C 2.947104 2.865794 -0.398537 0.131 -0.113 -0.049 -0.12
N 2.098771 2.527427 0.574193 -0.284 -0.022 -0.056 0.05
C -0.572610 1.233026 3.304636 -0.199 -0.090 0.009 -0.13
C -1.313279 0.065043 2.703774 -0.076 -0.039 0.518 -0.27
C -1.180025 -1.163258 3.185091 0.009 0.003 0.086 0.04
C -2.962306 -2.795121 3.399317 0.009 0.003 -0.115 -0.05
C -3.035394 -1.867272 1.649756 0.178 -0.174 0.260 -0.19
C -2.904174 -0.486214 1.115750 -0.142 0.136 -0.021 -0.03
N -2.059191 0.367229 1.545016 0.033 -0.086 -0.010 0.07
C -1.490108 3.584312 0.622203 -0.013 -0.015 0.126 -0.26
C -1.889672 4.873439 0.321200 -0.057 -0.008 -0.024 0.00
C -2.131580 5.211215 -1.003198 0.013 -0.081 0.067 -0.03
C -1.999854 4.228872 -1.966063 -0.045 0.045 -0.033 -0.03
C -1.564923 2.973101 -1.579172 -0.063 -0.058 -0.066 -0.12
N -1.280873 2.651555 -0.315095 0.331 -0.126 -0.277 0.05
H -2.298680 2.526277 2.215951 -0.008 0.032 0.077 0.12
H -1.388226 3.945130 2.739598 0.073 -0.008 0.021 0.13
H 0.678906 3.864148 3.259272 -0.004 -0.045 0.047 0.13
H 1.635420 2.375042 3.154128 0.033 -0.094 0.173 0.11
H 1.714620 5.562726 1.959119 -0.016 -0.014 -0.002 0.12
H 3.203694 6.194610 0.057250 0.010 -0.005 -0.003 0.12
H 4.052086 4.369477 -1.436870 -0.002 -0.018 -0.002 0.12
H 3.290440 2.068286 -1.042695 -0.100 0.001 -0.012 0.10
H 0.347666 0.844304 3.718987 -0.022 0.076 -0.026 0.06
H -1.158637 1.690519 4.112122 0.065 0.093 0.003 0.15
H -0.516289 -1.377565 4.016516 -0.005 0.063 -0.033 0.13
H -3.007728 -3.351944 4.329924 -0.039 -0.013 0.025 0.13
H -3.267831 -2.543107 0.830931 0.088 0.000 -0.024 0.12
H -3.467166 -0.218570 0.225687 0.077 0.022 -0.035 0.12
H -2.022978 5.593401 1.117859 0.016 0.006 -0.007 0.12
H -2.424373 6.218196 -1.268358 -0.024 -0.009 -0.015 0.12
H -2.193677 4.431191 -3.009481 0.012 -0.022 -0.001 0.12
H -1.432165 2.192408 -2.316346 0.090 0.012 0.008 0.10
C 2.270102 -0.688043 -2.724863 0.068 -0.263 -0.137 -0.07
C 3.046628 -0.830347 -1.467901 0.410 -0.133 -0.084 -0.60
N 2.740454 -0.412894 -0.262489 -0.174 0.290 -0.111 0.02
C 3.768020 -0.684063 0.634344 0.070 -0.263 -0.124 -0.32
C 4.840890 -1.308839 0.069046 -0.078 -0.057 -0.062 -0.35
S 4.588826 -1.590594 -1.586727 -0.245 0.235 0.118 1.13
C 3.749843 -0.436171 2.087037 0.198 0.082 0.325 -0.31
C 4.888298 -0.601088 2.827221 0.028 0.123 0.058 -0.36
S 4.574299 -0.394886 4.479458 -0.378 0.013 -0.244 1.11
C 2.908646 -0.099646 4.106491 0.552 -0.053 0.285 -0.62
N 2.629162 -0.129689 2.833784 -0.240 -0.002 -0.148 0.10
C 2.002719 0.103666 5.284505 -0.030 0.034 -0.070 -0.08
H 1.234344 -0.467836 -2.527682 -0.174 -0.065 -0.073 0.04
H 2.346334 -1.596063 -3.320409 -0.052 -0.099 0.020 0.09
H 2.664929 0.137619 -3.317253 -0.026 -0.245 0.090 0.09
H 5.742815 -1.653102 0.542639 -0.042 -0.019 0.060 0.08
H 5.886040 -0.830769 2.496820 -0.018 0.041 -0.075 0.07
H 2.598052 0.089738 6.195771 -0.041 -0.026 0.029 0.07
H 1.267968 -0.698975 5.356138 -0.022 0.027 -0.041 0.08
H 1.478913 1.057550 5.257589 0.046 0.015 0.007 0.07
N 1.241715 -3.459394 0.636094 -0.021 0.057 0.072 0.18
C 0.266767 -2.645008 1.169349 0.250 -0.328 -0.016 -0.49
O 0.318709 -1.400640 0.832667 -0.109 0.318 0.048 -0.29
C -0.733401 -3.206970 1.956210 -0.214 0.404 -0.096 -0.14
C -1.818942 -2.342524 2.521816 0.170 0.127 -0.292 -0.30
N -3.931776 -2.222634 2.789555 -0.208 0.039 0.127 0.16
C -0.736222 -4.592528 2.196112 0.087 -0.311 0.095 -0.24
N -0.714663 -5.732913 2.387534 -0.017 0.061 -0.064 0.14
H 2.092752 -3.008843 0.340286 -0.060 0.069 0.012 0.09
H 1.346346 -4.375616 1.045320 0.043 0.009 -0.027 0.10
F 0.318281 1.882976 -3.951368 0.019 0.001 0.028 0.18
B 1.217922 2.348608 -3.030722 -0.142 0.137 0.173 -1.19
F 1.022039 3.650506 -2.646429 0.030 -0.165 -0.080 0.18
F 2.526332 2.058352 -3.333488 0.025 0.411 -0.040 0.15
F 0.914629 1.505937 -1.736774 0.034 0.233 -0.153 -0.17
O -1.033055 -0.429722 -1.359826 0.256 0.415 0.083 -0.61
S -0.872707 -1.922581 -1.609846 -0.607 -0.674 -0.987 1.08
C -0.698167 -2.101972 -3.394897 0.265 0.190 0.119 -0.38
C -0.128095 -3.276738 -3.862400 -0.019 -0.052 0.162 -0.08
C 0.083356 -3.425173 -5.223877 -0.014 0.003 -0.008 -0.06
C -0.262379 -2.398275 -6.092864 -0.014 -0.011 -0.045 -0.06
C -0.834511 -1.229577 -5.609855 -0.006 -0.011 0.023 -0.05
C -1.056872 -1.075536 -4.249460 -0.023 0.112 0.091 -0.07
C -2.531845 -2.602077 -1.566601 0.095 0.041 0.265 -0.38
C -3.623572 -1.800341 -1.854861 0.028 0.046 -0.073 -0.09
C -4.895990 -2.335993 -1.730644 0.034 0.020 0.014 -0.05
C -5.056973 -3.660065 -1.339223 -0.021 -0.027 0.001 -0.05
C -3.951692 -4.462227 -1.089638 -0.042 -0.024 -0.026 -0.05
C -2.675216 -3.930721 -1.195092 0.156 0.027 -0.007 -0.08
H 0.143123 -4.063808 -3.166524 0.062 0.011 -0.039 0.12
H 0.532593 -4.332243 -5.605547 -0.019 -0.007 0.013 0.11
H -0.080400 -2.509308 -7.153595 -0.004 0.001 0.004 0.11
H -1.096086 -0.428759 -6.288065 0.004 -0.001 0.000 0.12
H -1.473490 -0.158918 -3.851437 0.059 0.010 -0.030 0.11
H -3.467923 -0.772383 -2.159151 -0.049 0.013 0.028 0.11
H -5.763279 -1.721519 -1.932562 0.007 -0.001 -0.013 0.11
H -6.052939 -4.067599 -1.227949 0.008 -0.008 -0.011 0.11
H -4.083164 -5.494001 -0.793139 0.013 0.007 0.015 0.12
H -1.800933 -4.531431 -0.969494 -0.031 -0.010 0.069 0.12

=====

No. 2
72
Properties=species:S:1:pos:R:3:forces:R:3:lowdin_charge:R:1 method="wB97M-V/def2-TZVPD" orbital_gap_ev=7.6 e_homo_ev=-8.4 lumo_ev=-0.807 relative_energy_kcal_mol=18.54 energy_ha=-4953.6576
Pd 0.859079 -0.433437 -0.415478 0.044 0.109 0.079 0.50
C 5.570535 2.669557 -2.123164 0.026 0.006 -0.009 -0.40
S 4.058503 3.065853 -1.226735 0.101 0.042 -0.022 0.84
C 3.376725 1.479345 -1.001855 -0.285 -0.104 0.118 -1.10
S 1.957994 1.507116 0.033084 0.128 0.198 -0.090 0.56
N 3.918331 0.443055 -1.519841 0.096 0.153 -0.045 -0.07
N 3.223114 -0.723794 -1.247735 -0.034 -0.146 0.231 -0.05
C 3.965883 -1.750489 -1.161744 -0.020 0.027 -0.121 -0.08
C 3.362302 -3.071126 -0.971544 0.021 -0.082 -0.002 -0.29
C 4.150870 -4.193558 -0.768045 -0.013 -0.003 -0.010 -0.02
C 3.519696 -5.423271 -0.639020 0.023 0.004 -0.002 -0.06
C 2.143553 -5.473692 -0.742967 -0.042 -0.003 -0.012 -0.04
C 1.438993 -4.290007 -0.956125 0.059 0.020 -0.031 -0.10
N 2.033081 -3.106720 -1.052678 -0.093 -0.354 0.103 0.10
H 6.183774 3.568683 -2.104731 -0.025 0.013 -0.010 0.03
H 5.352717 2.391485 -3.151142 -0.018 -0.020 0.009 0.04
H 6.094337 1.854412 -1.632011 0.004 0.005 0.025 0.03
H 5.046209 -1.669412 -1.269770 -0.002 0.050 -0.037 0.13
H 5.228217 -4.103478 -0.715796 0.001 0.010 0.001 0.11
H 4.097416 -6.322301 -0.468808 -0.001 -0.003 0.001 0.11
H 1.604247 -6.406603 -0.657083 0.006 -0.008 -0.001 0.11
H 0.361213 -4.294593 -1.037377 -0.055 0.007 0.014 0.10
C -5.095531 -1.248619 -0.529342 0.009 0.010 0.028 -0.07
C -4.593301 -0.751220 0.664206 -0.028 -0.020 -0.014 -0.07
C -3.386702 -0.067263 0.679278 -0.026 0.088 0.030 -0.10
C -2.680380 0.119449 -0.502207 0.001 0.052 -0.019 -0.35
C -3.184938 -0.376467 -1.698808 0.023 -0.103 -0.018 -0.10
C -4.392164 -1.057719 -1.709859 0.013 0.010 -0.009 -0.07
As -0.955274 0.983675 -0.518835 -0.221 0.064 -0.061 1.26
C -0.932740 1.893877 -2.218359 -0.063 0.065 0.071 -0.37
C -2.002636 2.710769 -2.576884 -0.054 -0.022 0.011 -0.12
C -1.995451 3.365435 -3.798144 0.009 -0.001 -0.013 -0.07
C -0.924347 3.199607 -4.667070 0.005 -0.007 0.011 -0.08
C 0.136048 2.378904 -4.314574 0.000 0.002 -0.004 -0.07
C 0.134905 1.725300 -3.089500 0.066 0.000 0.001 -0.10
C -1.034719 2.336988 0.848681 0.096 -0.032 -0.009 -0.39
C -1.011624 1.910503 2.172082 0.069 -0.002 0.070 -0.12
C -1.027170 2.839017 3.201429 -0.008 -0.006 -0.002 -0.06
C -1.045284 4.195149 2.907635 -0.002 0.000 -0.006 -0.07
C -1.033249 4.619962 1.586670 -0.001 0.003 0.008 -0.07
C -1.021130 3.693937 0.553318 -0.084 -0.004 -0.009 -0.09
H -6.034339 -1.786549 -0.538284 -0.001 -0.004 -0.004 0.11
H -5.135223 -0.893738 1.590290 0.001 -0.003 0.004 0.11
H -3.020451 0.324299 1.618757 0.023 0.013 -0.003 0.09
H -2.635007 -0.249788 -2.623049 0.017 0.010 0.008 0.11
H -4.777094 -1.447906 -2.642804 -0.004 -0.003 0.001 0.11
H -2.847545 2.830772 -1.908007 0.007 -0.013 0.005 0.11
H -2.826800 4.001271 -4.072997 -0.001 0.001 0.001 0.11
H -0.920146 3.709589 -5.621614 0.001 0.000 -0.002 0.10
H 0.970543 2.243686 -4.989937 -0.005 0.006 -0.009 0.11
H 0.968494 1.088297 -2.816428 -0.029 0.011 0.021 0.07
H -0.945422 0.854440 2.407900 -0.004 -0.024 -0.022 0.08
H -1.012985 2.500669 4.229808 -0.002 0.004 0.003 0.11
H -1.052753 4.921961 3.709288 0.000 0.002 0.001 0.11
H -1.022946 5.677281 1.356484 0.002 0.003 0.003 0.11
H -0.988256 4.033249 -0.473774 -0.002 -0.005 0.001 0.10
O -1.274404 -3.855534 0.545228 -0.113 0.105 -0.034 0.05
C -0.796343 -2.731819 0.578608 0.016 0.112 0.167 -0.64
O -0.561063 -1.986076 -0.444017 0.362 -0.256 -0.246 -0.20
C -0.472841 -2.130349 1.937623 0.026 0.017 -0.091 -0.13
C 0.831911 -1.827051 2.316084 0.043 0.016 -0.062 -0.04
C 1.102879 -1.249170 3.550169 0.006 -0.008 -0.006 -0.05
C 0.069102 -0.952429 4.423176 -0.030 -0.007 -0.029 -0.01
C -1.221311 -1.264726 4.028527 0.013 -0.035 0.003 -0.16
C -1.512821 -1.867167 2.818322 0.014 -0.009 0.032 0.04
N -2.338730 -0.911427 4.922805 -0.061 0.088 0.027 -0.35
O -3.468512 -1.031131 4.488346 0.061 -0.015 0.031 0.07
O -2.067042 -0.496800 6.032884 -0.017 -0.043 -0.060 0.07
H 1.653454 -2.061568 1.644129 -0.036 0.013 0.006 0.10
H 2.123568 -1.019967 3.825407 -0.005 0.000 0.008 0.11
H 0.242133 -0.490091 5.383122 0.001 0.004 0.003 0.12
H -2.531173 -2.120513 2.564804 -0.011 0.000 -0.011 0.13

=====

No. 3
19
Properties=species:S:1:pos:R:3:forces:R:3:lowdin_charge:R:1 method="wB97M-V/def2-TZVPD" orbital_gap_ev="7.8 / 8.4" e_homo_ev="-6.9 / -9.3" lumo_ev="0.830 / -0.946" s2=2.0077 relative_energy_kcal_mol=0.00 energy_ha=-473.3727 spin_multiplicity=3
C -2.594045 -0.918828 -0.348005 0.305 -0.162 -0.381 -0.15
C -1.323244 -0.722676 -0.796962 -0.325 -0.250 -0.315 -0.08
C -1.690935 0.410611 1.038907 -0.040 0.069 0.172 -0.15
C 0.560334 0.612258 0.069603 2.075 -0.887 -0.020 -0.14
C 0.978740 2.009188 -0.114765 -0.014 -0.144 0.049 -0.03
C 1.407316 -1.818901 0.512455 0.314 -0.306 0.383 -0.03
N -2.802740 -0.209841 0.792650 -0.406 0.275 0.552 0.06
N -0.731238 0.140331 0.100791 -0.094 -0.070 0.012 -0.07
N 1.708768 -0.440314 0.232870 -2.767 0.700 -0.486 -0.25
O 2.894642 -0.054612 0.165047 0.867 0.550 -0.056 -0.01
H -3.372915 -1.520268 -0.775302 -0.056 -0.114 -0.135 0.10
H -0.803685 -1.082700 -1.662223 0.123 -0.043 -0.118 0.12
H -1.505009 1.059115 1.871349 0.115 0.163 0.178 0.13
H 0.280894 2.531526 -0.767510 -0.042 0.028 -0.003 0.09
H 1.036899 2.547288 0.833992 0.028 0.194 0.091 0.09
H 1.976691 2.008954 -0.553582 -0.024 0.103 0.046 0.08
H 0.369084 -2.058438 0.298353 0.093 0.044 0.018 0.07
H 2.072278 -2.439206 -0.090445 -0.080 -0.006 -0.008 0.09
H 1.617197 -2.019893 1.567258 -0.073 -0.145 0.019 0.09